Computed, not measured: C2H3BrClFIN as an isolated structure at a distorted geometry, with the ωB97M-V functional and the def2-TZVPD basis.

```
10
Properties=species:S:1:pos:R:3:forces:R:3:nbo_charge:R:1
C 0.257 -1.027 -0.774 0.7 -3.4 1.3 -0.1893
C -0.244 1.013 0.578 -1.3 -0.2 -1.6 0.3255
N -0.442 -0.394 0.280 0.8 -0.1 3.2 -0.7059
F 0.794 1.330 1.365 0.0 -0.3 0.1 -0.3411
Cl 2.062 -0.865 -0.637 0.2 -0.2 0.0 -0.1170
Br -0.072 2.051 -1.094 0.0 -0.2 0.5 0.0340
I -2.121 1.512 1.526 0.2 0.4 0.3 0.1403
H 0.032 -2.207 -0.837 0.4 2.9 0.4 0.2357
H 0.037 -0.598 -1.692 -0.6 0.8 -1.6 0.2184
H -0.303 -0.816 1.284 -0.4 0.3 -2.7 0.3993
```
Positions in Å, forces in eV/Å.

Calculated values
Total charge: 0
ΔE to the lowest compared entry with this formula, charge and spin (kJ/mol): 7.8
Orbital gap (eV): 9.579